Below is C20H23BrF9N3O2S2Sr as an isolated structure at a distorted geometry, with properties calculated with the ωB97M-V functional and the def2-TZVPD basis.

Values from the calculation:
gap between HOMO and LUMO = 2.7 eV
charge = +2
max |F| = 8.6 eV/Å
calculated total energy = -5389.15705 a.u.
E_LUMO = -10.083 eV
HOMO = -12.8 eV
energy relative to the best compared isomer or geometry (same formula, charge and spin) = 244.7 kcal per mole

CARTESIAN COORDINATES (ANGSTROEM)
C: -4.0698 -2.8225 -6.3587
C: -3.0835 -2.9338 -5.0478
C: -2.7257 -4.4678 -4.5865
C: -2.1534 -4.6064 -3.0519
C: -1.1585 -3.3900 -2.5818
C: -0.7121 -3.6368 -0.9899
C: -0.3100 -2.2515 -0.2103
C: 1.1055 -2.0085 0.6343
Br: 2.3826 -3.5699 0.6498
C: 1.4809 -0.6116 1.4050
N: 2.7239 -0.3254 2.2143
C: 2.9543 -1.3201 3.3281
C: 4.2955 -2.3119 3.4284
O: 2.0273 -1.4826 4.2956
C: 3.9497 -0.0903 1.3623
C: 5.1901 0.7592 2.0953
O: 4.0964 -0.4597 0.0858
C: 0.3830 0.6442 1.2911
C: 0.6843 2.1310 1.9945
C: 0.6391 3.2895 0.8357
C: 1.1850 4.7706 1.3273
F: 2.5789 4.4926 1.8504
F: 1.4346 5.7146 0.1733
C: 0.3830 5.4335 2.5762
F: 0.5764 4.6808 3.8723
F: 1.0282 6.7764 2.8310
S: -1.4380 5.7162 2.3862
F: -1.5493 5.8980 4.1151
F: -1.8698 4.0719 2.5885
F: -1.4401 5.6532 0.6821
F: -1.0892 7.4251 2.2492
F: -3.1119 6.0890 2.3189
C: -1.0228 0.4173 0.4560
N: -2.1875 1.3889 0.2084
S: -3.5335 0.7098 -0.7385
N: -2.7465 -0.8779 -0.9008
C: -1.3773 -1.0086 -0.2709
H: -3.7901 -1.8966 -7.0209
H: -4.0206 -3.7680 -7.0677
H: -5.1910 -2.6479 -6.0014
H: -3.5900 -2.3305 -4.1791
H: -2.0502 -2.4364 -5.3731
H: -3.7504 -5.0783 -4.6117
H: -2.0285 -4.9530 -5.4102
H: -3.0987 -4.7614 -2.3538
H: -1.5411 -5.6262 -2.9850
H: -0.1674 -3.4925 -3.2357
H: -1.5652 -2.3097 -2.7808
H: -1.6097 -4.1478 -0.3922
H: 0.1383 -4.4461 -1.0327
H: 3.9989 -3.2841 4.0503
H: 5.1040 -1.7270 4.0429
H: 4.6864 -2.6399 2.3554
H: 5.6897 1.5363 1.3398
H: 4.7264 1.4431 2.9567
H: 5.9720 0.0640 2.6200
H: -0.0298 2.3117 2.9065
H: 1.7888 2.1320 2.4469
H: 1.4045 2.9390 -0.0109
H: -0.4137 3.3438 0.2750
Sr: -4.1824 3.8886 2.9440

Atomic forces in eV per Å
-0.469 0.051 -0.033
0.676 0.053 -0.711
-1.176 -0.071 -0.338
0.014 -0.547 -0.302
0.719 -0.482 -0.172
-0.311 -0.029 -0.141
1.665 1.566 1.418
-3.352 1.409 -1.229
-1.691 2.212 0.077
-4.349 1.719 -1.646
0.092 -2.227 -1.690
-3.668 -2.283 5.234
-0.415 0.354 -0.144
5.413 1.534 -6.525
2.625 -0.782 -5.321
-1.119 0.888 0.645
-1.765 2.255 8.021
0.638 -2.303 -0.531
0.893 -0.847 -0.132
0.173 -0.089 -1.213
3.345 -1.683 -1.742
-4.303 1.251 -1.088
-1.501 -2.820 4.185
5.810 1.623 3.312
-0.812 2.144 -4.844
-2.271 -4.927 -0.671
0.847 6.412 -0.037
-0.714 -0.537 -3.623
0.419 1.457 -0.620
-0.423 -0.616 3.953
-2.160 -4.185 0.207
1.590 -1.138 0.140
-1.952 -0.570 -1.192
2.409 -2.372 0.756
6.829 -3.293 2.301
3.235 0.285 1.593
-1.507 2.926 0.469
-0.451 -1.741 1.362
-0.095 1.881 1.627
2.382 -0.599 -0.845
1.180 -1.140 -1.530
-2.226 -0.824 1.005
2.255 1.183 0.004
-1.282 1.041 1.872
2.070 0.688 -1.212
-1.271 2.197 -0.084
-2.088 0.307 1.437
0.497 -2.253 0.553
1.824 1.340 -1.245
-1.448 1.968 0.493
0.382 2.420 -1.427
-1.459 -1.149 -1.308
-0.790 0.972 2.381
-1.115 -2.257 1.422
0.860 -1.633 -1.790
-1.512 1.209 -1.374
1.164 -0.373 -1.893
-2.519 -0.230 -1.053
-1.557 1.026 1.913
2.250 0.067 1.451
-0.483 -0.436 -0.122

What are the Mulliken partial charges on each atom? They are as follows, in elementary charge units:
1 C -0.98
2 C -0.15
3 C -0.58
4 C -0.68
5 C -0.38
6 C -0.62
7 C 0.42
8 C -0.18
9 Br -0.09
10 C -0.31
11 N 0.67
12 C 0.50
13 C -0.91
14 O -0.56
15 C 0.52
16 C -0.93
17 O -0.49
18 C -0.38
19 C 0.01
20 C -0.55
21 C 0.60
22 F -0.28
23 F -0.28
24 C 0.61
25 F -0.20
26 F -0.22
27 S 1.42
28 F -0.31
29 F -0.47
30 F -0.23
31 F -0.26
32 F -0.49
33 C 0.20
34 N -0.52
35 S 0.15
36 N -0.45
37 C 0.09
38 H 0.29
39 H 0.27
40 H 0.25
41 H 0.13
42 H 0.21
43 H 0.29
44 H 0.30
45 H 0.31
46 H 0.25
47 H 0.23
48 H 0.32
49 H 0.32
50 H 0.37
51 H 0.30
52 H 0.29
53 H 0.30
54 H 0.34
55 H 0.28
56 H 0.27
57 H 0.23
58 H 0.21
59 H 0.41
60 H 0.21
61 Sr 1.93